Record 1
This record from OMol25 describes a single C3HN molecule. The level of theory is ωB97M-V/def2-TZVPD.

Bonds (Å) are listed after each position.
Positions of all 5 atoms, in Å:
1 H -2.19 0.02 0.82  C2 1.062
2 C -1.16 0.04 0.58  H1 1.062, C4 1.197
3 C 2.04 -0.24 -0.83  N5 1.186
4 C 0.01 0.08 0.33  C2 1.197, N5 1.329
5 N 1.31 0.11 0.04  C3 1.186, C4 1.329

The value obtained for the HOMO-LUMO gap is 11.3 eV. As for the energy relative to the best compared isomer or geometry (same formula, charge and spin): 125.7 kJ/mol.


Record 2
This record from OMol25 describes 2 unconnected molecules or ions with the total composition C2H2BrCl3. The level of theory is ωB97M-V/def2-TZVPD.

Bonds (Å) are listed after each position.
Positions of all 8 atoms, in Å:
1 Cl -0.28 0.65 -1.85  C2 1.735
2 C -0.57 0.65 -0.14  Cl1 1.735, Cl5 1.718, C8 1.336
3 Br 3.08 -0.24 -0.25  H4 1.398
4 H 1.75 -0.61 -0.49  Br3 1.398
5 Cl -0.22 2.14 0.63  C2 1.718
6 H -1.18 -0.43 1.63  C8 1.028
7 Cl -1.51 -1.82 -0.14  C8 1.717
8 C -1.07 -0.34 0.61  C2 1.336, H6 1.028, Cl7 1.717

The SMILES is ClC=C(Cl)Cl.Br. The value obtained for the HOMO-LUMO gap is 10.3 eV. As for the energy relative to the best compared isomer or geometry (same formula, charge and spin): 53.6 kJ/mol.


Record 3
This record from OMol25 describes a single C5H6OS molecule. The level of theory is ωB97M-V/def2-TZVPD.

Bonds (Å) are listed after each position.
Positions of all 13 atoms, in Å:
1 C 0.02 -0.83 -0.01  H6 1.144, C9 1.327, C12 1.530
2 C 1.43 0.87 -0.37  C7 1.395, C9 1.428, H11 1.214
3 S -2.18 0.73 -0.36  C12 1.870, O13 1.672
4 H 0.41 2.42 0.72  C7 1.066
5 H -2.93 -1.52 -0.46  O13 0.983
6 H -0.57 -1.79 0.19  C1 1.144
7 C 0.37 1.42 0.35  C2 1.395, H4 1.066, C12 1.465
8 H -1.03 0.30 1.61  C12 1.053
9 C 1.18 -0.52 -0.59  C1 1.327, C2 1.428, H10 1.035
10 H 1.85 -1.12 -1.09  C9 1.035
11 H 2.35 1.61 -0.62  C2 1.214
12 C -0.63 0.39 0.64  C1 1.530, S3 1.870, C7 1.465, H8 1.053
13 O -2.94 -0.69 0.08  S3 1.672, H5 0.983

The SMILES is OSC1C=CC=C1. The value obtained for the HOMO-LUMO gap is 9.1 eV. As for the energy relative to the best compared isomer or geometry (same formula, charge and spin): 224.1 kJ/mol.


no.,E (eV)
1,-4613.24936
2,-109715.38846
3,-18162.31489